(1)
Here is a structure of composition C22H21CrN4O7 from the Open Molecules 2025 dataset. Energies are from wB97M-V/def2-TZVPD.

Calculated values
multiplicity	5
HOMO-LUMO gap (alpha / beta)	4.656 / 5.723	eV
charge	-1
E	-71871.53119	eV

CARTESIAN COORDINATES (ANGSTROEM)
1 Cr -1.311 -0.031 -1.791
2 O -2.706 -2.785 -3.237
3 C -1.337 -3.068 -3.433
4 C -0.565 -1.977 -4.199
5 N -0.917 -0.595 -3.802
6 C 0.279 0.268 -3.898
7 C 1.254 -0.127 -2.752
8 O 2.451 -0.151 -2.967
9 O 0.644 -0.400 -1.651
10 C -2.019 -0.064 -4.626
11 C -2.731 1.093 -3.898
12 O -3.234 1.995 -4.534
13 O -2.738 0.966 -2.604
14 H -2.788 -2.380 -2.358
15 H -1.271 -3.987 -4.020
16 H -0.853 -3.233 -2.468
17 H -0.731 -2.079 -5.277
18 H 0.494 -2.140 -3.995
19 H -0.014 1.315 -3.745
20 H 0.773 0.190 -4.870
21 H -2.763 -0.848 -4.757
22 H -1.671 0.276 -5.605
23 C 4.738 1.778 1.372
24 O 4.328 2.262 2.632
25 C 3.269 1.620 3.226
26 C 2.718 0.429 2.766
27 C 1.603 -0.108 3.385
28 C 1.000 0.530 4.489
29 C 1.635 1.683 4.994
30 C 2.735 2.222 4.366
31 N -0.160 0.115 5.092
32 N -0.856 -0.865 4.574
33 C -1.201 -0.993 3.293
34 C -1.601 -2.263 2.811
35 C -1.813 -2.519 1.471
36 C -1.679 -1.506 0.514
37 O -1.842 -1.663 -0.811
38 C -1.414 -0.214 0.972
39 N -1.410 0.737 -0.017
40 C -1.262 2.012 0.328
41 C -1.102 2.412 1.644
42 C -1.065 1.454 2.656
43 C -1.211 0.106 2.341
44 H 5.464 2.494 0.993
45 H 3.901 1.709 0.671
46 H 5.211 0.794 1.455
47 H 3.142 -0.086 1.915
48 H 1.183 -1.034 3.017
49 H 1.208 2.157 5.869
50 H 3.198 3.133 4.726
51 H -1.670 -3.065 3.535
52 H -2.076 -3.516 1.137
53 H -1.283 2.729 -0.485
54 H -0.997 3.463 1.870
55 H -0.938 1.755 3.686


(2)
Here is a cluster of 2 separate species, C22H21F3N2O2S in total from the Open Molecules 2025 dataset. Energies are from wB97M-V/def2-TZVPD.

Calculated values
HOMO-LUMO gap	3.812	eV
charge	0
E	-49216.79949	eV

CARTESIAN COORDINATES (ANGSTROEM)
1 F -2.965 -3.753 -1.046
2 C -3.898 -2.780 -1.054
3 F -4.109 -2.348 -2.313
4 F -5.048 -3.234 -0.518
5 C -3.397 -1.624 -0.210
6 C -3.613 -0.318 -0.606
7 C -3.137 0.721 0.147
8 C -2.416 0.495 1.340
9 C -1.941 1.628 2.045
10 C -1.136 1.775 3.204
11 C -0.983 3.074 3.736
12 C -0.226 3.307 4.856
13 C 0.414 2.261 5.493
14 C 0.304 0.980 4.986
15 C -0.445 0.737 3.862
16 C -2.265 -0.847 1.747
17 C -2.737 -1.877 0.976
18 H -4.157 -0.143 -1.519
19 H -3.321 1.732 -0.172
20 H -2.255 2.564 1.615
21 H -1.477 3.897 3.248
22 H -0.126 4.309 5.239
23 H 1.008 2.446 6.372
24 H 0.821 0.169 5.472
25 H -0.449 -0.256 3.460
26 H -1.835 -1.086 2.698
27 H -2.606 -2.903 1.278
28 C 1.705 2.017 -4.048
29 C 0.591 2.603 -3.209
30 N 0.979 2.706 -1.802
31 C 0.746 1.556 -1.020
32 O 0.186 0.578 -1.516
33 C 1.168 1.568 0.317
34 C 1.793 2.698 0.866
35 O 2.182 2.716 2.035
36 N 1.964 3.826 0.033
37 C 2.643 4.964 0.649
38 C 4.144 4.829 0.543
39 C 1.570 3.834 -1.285
40 S 1.800 5.176 -2.225
41 H 1.441 1.974 -5.107
42 H 2.619 2.606 -3.955
43 H 1.939 1.003 -3.717
44 H 0.287 3.592 -3.566
45 H -0.303 1.968 -3.254
46 H 1.013 0.697 0.926
47 H 2.281 5.884 0.182
48 H 2.327 5.002 1.698
49 H 4.666 5.683 0.979
50 H 4.482 3.928 1.056
51 H 4.454 4.741 -0.499


(3)
Here is a structure of composition C22H21F6N3O13P2 from the Open Molecules 2025 dataset. Energies are from wB97M-V/def2-TZVPD.

Calculated values
HOMO-LUMO gap	9.051	eV
charge	0
E	-89120.06762	eV

CARTESIAN COORDINATES (ANGSTROEM)
1 O -4.227 -0.588 3.654
2 P -3.769 -1.272 2.372
3 O -3.891 -0.175 1.095
4 O -4.890 -2.516 2.003
5 O -2.259 -2.049 2.476
6 P -0.946 -0.980 2.375
7 O -1.042 -0.014 3.564
8 O -0.926 -0.215 0.882
9 C -0.292 1.085 0.942
10 C -0.607 1.903 -0.407
11 F -0.377 1.094 -1.556
12 O 0.509 -1.850 2.570
13 C 0.355 -3.239 2.367
14 F -0.272 -3.893 3.453
15 F -0.229 -3.576 1.132
16 C 1.851 -3.857 2.322
17 F 2.438 -3.525 3.556
18 F 1.706 -5.252 2.316
19 F 2.569 -3.380 1.237
20 H -4.577 0.477 1.375
21 H -4.683 -3.214 2.673
22 H -0.638 1.748 1.795
23 H 0.847 1.024 1.022
24 H -1.705 2.219 -0.320
25 H -0.012 2.896 -0.424
26 C 3.392 3.879 -5.113
27 C 4.531 4.026 -4.327
28 C 4.409 4.273 -2.965
29 C 3.139 4.368 -2.400
30 C 1.996 4.230 -3.182
31 C 2.127 3.985 -4.544
32 N 3.006 4.603 -0.962
33 O 4.029 4.737 -0.309
34 O 1.880 4.648 -0.492
35 H 3.492 3.681 -6.176
36 H 5.514 3.944 -4.776
37 H 5.303 4.385 -2.363
38 H 1.005 4.307 -2.750
39 H 1.244 3.873 -5.162
40 C 4.521 2.368 3.512
41 C 4.802 2.985 2.297
42 C 5.719 2.414 1.422
43 C 6.345 1.222 1.772
44 C 6.075 0.602 2.990
45 C 5.159 1.181 3.860
46 N 7.293 0.604 0.842
47 O 7.520 1.184 -0.207
48 O 7.799 -0.457 1.167
49 H 3.800 2.813 4.190
50 H 4.303 3.910 2.030
51 H 5.929 2.905 0.479
52 H 6.563 -0.324 3.271
53 H 4.938 0.706 4.810
54 C -6.704 -5.590 -2.678
55 C -7.521 -4.800 -3.480
56 C -7.890 -3.528 -3.058
57 C -7.429 -3.056 -1.831
58 C -6.617 -3.844 -1.020
59 C -6.256 -5.116 -1.449
60 N -7.794 -1.707 -1.394
61 O -8.522 -1.050 -2.120
62 O -7.345 -1.316 -0.329
63 H -6.413 -6.581 -3.013
64 H -7.869 -5.175 -4.436
65 H -8.527 -2.921 -3.691
66 H -6.259 -3.483 -0.062
67 H -5.621 -5.737 -0.827


(4)
Here is a structure of composition C22H21FIrN7O6S from the Open Molecules 2025 dataset. Energies are from wB97M-V/def2-TZVPD.

Calculated values
multiplicity	5
HOMO-LUMO gap (alpha / beta)	6.979 / 6.754	eV
charge	0
E	-62262.11265	eV
ΔE to the lowest compared entry with this formula, charge and spin	14.12	kcal per mole

CARTESIAN COORDINATES (ANGSTROEM)
1 Ir 0.078 -1.519 0.114
2 N 0.762 0.035 4.207
3 C 0.450 -0.099 2.911
4 S 1.547 -1.054 1.936
5 N -0.630 0.523 2.492
6 N -0.863 0.293 1.184
7 C -1.739 0.979 0.548
8 C -2.552 2.054 1.165
9 C -1.936 3.206 1.644
10 C -2.702 4.213 2.211
11 C -4.079 4.071 2.311
12 C -4.694 2.918 1.844
13 C -3.933 1.913 1.268
14 C -1.840 0.704 -0.906
15 C -2.682 1.427 -1.741
16 C -2.668 1.165 -3.102
17 C -1.800 0.208 -3.603
18 C -0.979 -0.463 -2.714
19 N -1.013 -0.229 -1.404
20 H 1.614 -0.355 4.564
21 H 0.215 0.660 4.774
22 H -0.860 3.306 1.579
23 H -2.219 5.109 2.579
24 H -4.673 4.858 2.758
25 H -5.766 2.798 1.932
26 H -4.410 1.008 0.910
27 H -3.325 2.189 -1.325
28 H -3.322 1.716 -3.766
29 H -1.746 -0.015 -4.658
30 H -0.250 -1.193 -3.053
31 N 0.253 -3.396 -1.329
32 C 0.678 -4.648 -0.665
33 C 0.364 -4.628 0.836
34 C -1.065 -4.178 1.094
35 O -1.927 -4.936 1.471
36 O -1.296 -2.902 0.825
37 H -0.696 -3.494 -1.673
38 H 0.870 -3.140 -2.105
39 H 1.751 -4.757 -0.815
40 H 0.190 -5.506 -1.131
41 H 1.049 -3.942 1.340
42 H 0.500 -5.624 1.253
43 F 1.641 3.322 -0.126
44 C 2.554 2.344 -0.206
45 C 2.808 1.724 -1.359
46 N 3.740 0.717 -1.475
47 C 3.566 -0.244 -2.554
48 C 2.375 -1.164 -2.254
49 O 2.015 -1.978 -3.111
50 O 1.858 -0.942 -1.116
51 C 4.404 0.245 -0.352
52 O 5.126 -0.726 -0.370
53 N 4.187 0.977 0.800
54 C 3.241 1.968 1.024
55 O 3.045 2.439 2.121
56 H 2.270 1.987 -2.261
57 H 4.468 -0.841 -2.652
58 H 3.394 0.281 -3.493
59 H 4.650 0.617 1.623


(5)
Here is an isolated molecule of C22H21FN6O2S from the Open Molecules 2025 dataset. Energies are from wB97M-V/def2-TZVPD.

Calculated values
HOMO-LUMO gap	8.750	eV
charge	0
E	-49745.09084	eV
ΔE to the lowest compared entry with this formula, charge and spin	0.00	kcal per mole

CARTESIAN COORDINATES (ANGSTROEM)
1 C -2.557 -2.783 -2.157
2 C -1.578 -1.874 -1.420
3 N -2.156 -1.373 -0.202
4 C -3.104 -0.398 -0.121
5 S -3.655 0.517 -1.495
6 C -3.630 2.160 -0.681
7 C -2.247 2.474 -0.205
8 N -1.397 2.929 -1.052
9 C -0.130 3.212 -0.609
10 C 0.814 3.692 -1.524
11 C 2.083 4.014 -1.100
12 C 2.442 3.874 0.240
13 C 1.528 3.392 1.151
14 C 0.240 3.051 0.737
15 C -0.728 2.501 1.685
16 O -0.533 2.288 2.860
17 N -1.972 2.259 1.111
18 N -3.435 -0.170 1.122
19 N -2.683 -0.972 1.886
20 C -1.910 -1.676 1.108
21 C -0.871 -2.606 1.628
22 C -1.188 -4.069 1.320
23 N 0.441 -2.269 1.090
24 C 0.833 -1.036 0.695
25 O 0.104 -0.063 0.660
26 C 2.261 -0.941 0.255
27 C 2.936 0.252 0.500
28 C 4.241 0.428 0.084
29 C 4.895 -0.583 -0.603
30 C 4.239 -1.770 -0.878
31 C 2.937 -1.933 -0.446
32 F 2.309 -3.099 -0.744
33 H -2.848 -3.625 -1.532
34 H -2.091 -3.163 -3.062
35 H -3.450 -2.227 -2.430
36 H -0.659 -2.408 -1.178
37 H -1.328 -1.012 -2.048
38 H -4.353 2.132 0.131
39 H -3.929 2.859 -1.460
40 H 0.518 3.804 -2.555
41 H 2.809 4.385 -1.810
42 H 3.437 4.145 0.560
43 H 1.776 3.273 2.196
44 H -2.653 1.779 1.696
45 H -0.871 -2.457 2.718
46 H -2.183 -4.309 1.685
47 H -1.146 -4.262 0.251
48 H -0.471 -4.719 1.818
49 H 1.130 -3.000 1.169
50 H 2.405 1.033 1.021
51 H 4.747 1.358 0.291
52 H 5.913 -0.448 -0.934
53 H 4.718 -2.568 -1.424


(6)
Here is a structure of composition C22H21N3NiO2 from the Open Molecules 2025 dataset. Energies are from wB97M-V/def2-TZVPD.

Calculated values
multiplicity	3
HOMO-LUMO gap (alpha / beta)	4.061 / 2.948	eV
charge	-2
E	-72756.20961	eV

CARTESIAN COORDINATES (ANGSTROEM)
1 C -3.200 -4.308 1.283
2 C -3.783 -3.023 1.353
3 C -2.778 -2.074 1.687
4 C -1.524 -2.771 1.796
5 C -1.804 -4.174 1.549
6 Ni -2.283 -2.884 -0.265
7 N 0.970 -3.652 0.235
8 C -3.595 -2.237 -1.243
9 C -3.809 -1.013 -0.527
10 H -2.873 -0.994 1.771
11 H -4.820 -2.806 1.078
12 H -0.595 -2.334 2.129
13 H -1.124 -4.995 1.714
14 H -3.708 -5.260 1.126
15 H -4.733 -0.760 0.000
16 H -2.642 -2.225 -1.897
17 H 0.328 -3.165 -0.455
18 H -2.974 -0.232 -0.434
19 H -4.282 -2.970 -1.512
20 O -1.305 0.864 2.530
21 C -0.610 0.676 1.550
22 N 0.721 1.167 1.413
23 C 1.091 1.170 0.033
24 C 0.081 0.105 -0.492
25 O 0.228 -0.455 -1.572
26 N -0.920 -0.037 0.407
27 C 0.772 2.543 -0.576
28 C -0.131 2.692 -1.631
29 C -0.492 3.973 -2.069
30 C 0.086 5.103 -1.485
31 C 1.030 4.951 -0.460
32 C 1.381 3.673 -0.012
33 C 2.541 0.739 -0.128
34 C 3.419 1.359 -1.025
35 C 4.732 0.888 -1.148
36 C 5.164 -0.206 -0.396
37 C 4.286 -0.812 0.511
38 C 2.980 -0.332 0.651
39 H 0.964 1.910 2.051
40 H -0.554 1.815 -2.128
41 H -1.231 4.059 -2.867
42 H -0.191 6.099 -1.835
43 H 1.498 5.822 0.005
44 H 2.128 3.555 0.778
45 H 3.073 2.207 -1.620
46 H 5.405 1.386 -1.845
47 H 6.181 -0.583 -0.512
48 H 4.603 -1.663 1.113
49 H 2.295 -0.789 1.371